Record 1
The following is a DFT calculation (ωB97M-V with the def2-TZVPD basis set) of a gas-phase ion, C5H15N3 (charge +2) in a non-equilibrium geometry.

Last column: Mulliken charge in e.
Cartesian coordinates (Å):
C1 0.9252 1.1814 0.7265  -0.818
C2 -0.0240 0.0073 -0.1929  0.553
C3 0.7597 1.4708 -2.1882  -1.603
C4 0.0107 0.2725 -1.6654  0.015
C5 -0.5877 -1.0255 0.6838  -0.367
N1 -1.6792 -0.7174 1.3387  -0.353
N2 1.0338 1.2109 2.1265  -0.219
N3 -0.6354 -2.5158 -0.3304  -0.472
H1 1.1959 2.0937 0.1048  0.348
H2 0.7272 1.5891 -3.2839  0.368
H3 1.8732 1.5542 -1.8791  0.351
H4 0.3779 2.3903 -1.7734  0.432
H5 -1.0427 0.5294 -1.8625  0.344
H6 0.1973 -0.6692 -2.2815  0.309
H7 0.0816 -1.3279 1.4343  0.430
H8 -2.5093 -0.1208 1.0623  0.284
H9 -2.1446 -1.3557 1.9973  0.281
H10 0.5049 2.1551 2.5661  0.459
H11 2.0787 1.3247 2.3744  0.429
H12 0.6223 0.4016 2.5349  0.305
H13 -1.0085 -2.4173 -1.1644  0.257
H14 -1.0790 -3.2859 0.1196  0.320
H15 0.3220 -2.7454 -0.4475  0.347

As for the charge: +2. The value obtained for the energy above the lowest of the compared OMol25 structures with the same formula, charge and spin is 633.6 kJ/mol. Its molar mass is 117.2 g mol⁻¹. The value obtained for the gap between HOMO and LUMO (alpha / beta) is 0.3116 / 0.3331 Ha. The structure (SMILES) is CC/C(=C/[NH3+])[C@@H](N)[NH3+]. The value obtained for the total energy is -362.97278 a.u. The value obtained for the highest occupied orbital energy (alpha / beta) is -16.76 / -17.22 eV.

Record 2
The following is a DFT calculation (ωB97M-V with the def2-TZVPD basis set) of a molecular structure, C29H33IN9O3S3Sn.

Last column: Mulliken charge in e.
Cartesian coordinates (Å):
Sn1 -0.4141 0.1627 -0.1294  1.106
C1 -2.8816 -0.6494 3.9978  -1.479
C2 -1.6212 -0.2683 3.2386  0.617
O1 -1.5421 -0.7194 2.0518  0.034
C3 -0.6848 0.5325 3.8749  -1.186
C4 0.4678 1.1659 3.2866  0.749
C5 1.3000 2.0249 4.2154  -1.563
N1 0.7590 1.0760 2.0284  0.952
N2 1.8643 1.8255 1.6137  -0.735
C6 1.6439 2.4199 0.4862  -0.300
O2 0.5531 2.4037 -0.2225  -0.857
C7 2.7965 3.2306 -0.0328  0.722
C8 2.5582 4.3627 -0.8070  -0.270
C9 3.6132 5.1111 -1.3129  -0.640
C10 4.9238 4.7280 -1.0577  -0.408
C11 5.1681 3.6000 -0.2829  -0.741
C12 4.1133 2.8608 0.2311  -0.246
H1 -3.0378 -1.7275 3.9202  0.235
H2 -2.8462 -0.3587 5.0490  0.362
H3 -3.7362 -0.1605 3.5239  0.241
H4 -0.8824 0.7987 4.9057  0.155
H5 1.0350 1.8352 5.2549  0.417
H6 2.3601 1.8359 4.0525  0.337
H7 1.1383 3.0824 3.9947  0.263
H8 1.5300 4.6464 -0.9983  0.427
H9 3.4129 5.9965 -1.9054  0.387
H10 5.7487 5.3017 -1.4628  0.386
H11 6.1889 3.2946 -0.0847  0.374
H12 4.2857 1.9797 0.8354  0.425
N3 0.8384 -2.6586 2.3478  -0.165
C13 1.8529 -2.3254 1.5207  0.086
N4 1.7373 -1.5711 0.4675  0.741
C14 2.9503 -1.4475 -0.1799  -0.551
C15 3.9863 -2.1297 0.3580  -0.589
S1 3.4580 -2.9790 1.7619  -0.345
C16 3.0431 -0.5312 -1.3173  -0.515
C17 4.0709 -0.4137 -2.1904  -0.514
S2 3.7580 0.8802 -3.2890  -0.334
C18 2.2358 1.1571 -2.4899  -0.342
N5 2.0099 0.3538 -1.4975  0.913
N6 1.3537 2.1209 -2.8796  -0.175
H13 -0.0092 -2.0874 2.2621  -0.323
H14 1.0855 -2.9272 3.2843  0.285
H15 5.0165 -2.1436 0.0462  0.470
H16 4.9689 -1.0026 -2.2668  0.474
H17 1.7388 2.8523 -3.4530  0.249
H18 0.7939 2.4395 -2.0790  0.236
S3 -2.5769 2.5631 -1.2500  -0.365
C19 -3.4149 1.9697 -2.5715  0.310
N7 -4.3027 2.7362 -3.2560  -0.194
C20 -4.9483 2.3388 -4.4938  -0.626
C21 -5.1780 0.8378 -4.4715  -0.710
C22 -3.8573 0.1466 -4.1837  -0.625
N8 -3.2863 0.6931 -2.9687  0.601
H19 -4.3270 3.6960 -2.9583  0.238
H20 -4.3355 2.6059 -5.3630  0.266
H21 -5.8941 2.8749 -4.5784  0.375
H22 -5.5781 0.5010 -5.4282  0.363
H23 -5.8961 0.5921 -3.6862  0.312
H24 -3.1711 0.2795 -5.0276  0.349
H25 -4.0012 -0.9241 -4.0427  0.359
H26 -2.5826 0.1600 -2.4712  -0.516
I1 -4.3518 -0.7412 0.0478  0.036
C23 -3.1723 -2.4417 0.4047  0.063
C24 -3.6180 -3.4237 1.2766  -0.614
C25 -2.8101 -4.5370 1.4353  -0.224
C26 -1.6201 -4.6219 0.7280  -0.889
C27 -1.2699 -3.5739 -0.1072  -0.174
N9 -2.0412 -2.4956 -0.2620  0.085
H27 -4.5469 -3.3109 1.8157  0.420
H28 -3.1080 -5.3290 2.1118  0.367
H29 -0.9642 -5.4752 0.8348  0.412
H30 -0.3484 -3.5592 -0.6798  0.461
C28 -0.3189 -0.5627 -3.9243  -1.707
C29 -0.1931 -1.0198 -2.4502  0.807
O3 0.2830 -2.1404 -2.3103  -0.631
H31 -1.2367 -1.0098 -4.3232  0.400
H32 0.5195 -0.9504 -4.5138  0.440
H33 -0.3741 0.5230 -4.0177  0.245

As for the charge: -1. The value obtained for the energy above the lowest of the compared OMol25 structures with the same formula, charge and spin is 86.2 kJ/mol. Its molar mass is 897.5 g mol⁻¹. The value obtained for the gap between HOMO and LUMO is 0.1782 Ha. The value obtained for the total energy is -3550.04944 a.u. The value obtained for the highest occupied orbital energy is -2.62 eV.

Record 3
The following is a DFT calculation (ωB97M-V with the def2-TZVPD basis set) of 2 unconnected molecules or ions with the total composition C6H18N3O in a non-equilibrium geometry.

Last column: Mulliken charge in e.
Cartesian coordinates (Å):
C1 -0.6262 -3.0016 -1.2203  -1.255
C2 -1.9271 0.4831 1.0951  -1.668
C3 2.3631 2.2454 1.1744  -0.761
C4 1.4144 -0.2518 0.1650  -0.420
C5 -0.8605 -1.6914 -1.9020  -0.033
C6 -1.0898 0.0314 -0.1673  0.311
N1 1.9779 1.1680 2.0507  -0.315
N2 1.5759 -0.0037 1.4704  0.059
N3 -1.2022 1.3043 -1.1323  -0.351
O1 -1.7949 -0.9015 -0.9889  -0.447
H1 -1.5210 -3.4767 -0.9798  0.389
H2 0.1082 -3.6055 -1.7052  0.413
H3 -0.1140 -2.9878 -0.2262  0.306
H4 -1.6182 -0.0364 1.9746  0.315
H5 -1.9546 1.4949 1.3013  0.489
H6 -2.8989 0.1466 0.8253  0.466
H7 3.2565 1.8250 0.5146  0.305
H8 1.6496 2.6642 0.4344  0.220
H9 2.7531 3.1024 1.7217  0.326
H10 1.0458 -1.2512 -0.0953  0.142
H11 1.8005 0.4339 -0.5289  0.418
H12 -1.5242 -1.7956 -2.7697  0.289
H13 -0.0473 -0.8763 -2.1756  0.197
H14 1.4969 1.3553 2.9220  0.261
H15 1.4917 -0.8820 2.0761  0.339
H16 -1.0651 2.1261 -0.6337  0.301
H17 -0.4269 1.2067 -1.8406  0.343
H18 -2.2627 1.1744 -1.3598  0.362

As for the charge: +1. The value obtained for the energy above the lowest of the compared OMol25 structures with the same formula, charge and spin is 531.1 kJ/mol. Its molar mass is 148.2 g mol⁻¹. The value obtained for the gap between HOMO and LUMO is 0.2882 Ha. The value obtained for the total energy is -478.46211 a.u. The value obtained for the highest occupied orbital energy is -10.71 eV.

Record 4
The following is a DFT calculation (ωB97M-V with the def2-TZVPD basis set) of a single C2H6N2O2S molecule in a non-equilibrium geometry.

Last column: Mulliken charge in e.
Cartesian coordinates (Å):
C1 1.3687 -0.6274 0.6690  -0.395
C2 0.0048 0.0210 1.0128  -0.659
N1 1.4639 -0.5467 -0.8070  -0.297
N2 -1.6509 1.2878 -0.8534  -0.201
O1 1.1244 0.7477 -1.0374  -0.324
O2 -2.3727 0.0959 -0.8344  -0.402
S1 -0.2637 1.4308 -0.3152  0.356
H1 2.2986 0.0185 0.8066  0.232
H2 1.4863 -1.6267 0.9216  0.391
H3 -0.9154 -0.5874 0.9896  0.336
H4 0.0361 0.6105 1.9382  0.358
H5 0.7608 -1.0986 -1.2939  0.260
H6 -3.3410 0.2745 -1.1964  0.344

The value obtained for the energy above the lowest of the compared OMol25 structures with the same formula, charge and spin is 592.7 kJ/mol. Its molar mass is 122.1 g mol⁻¹. The value obtained for the gap between HOMO and LUMO is 0.3386 Ha. The value obtained for the total energy is -737.77731 a.u. The value obtained for the highest occupied orbital energy is -8.58 eV.

Record 5
The following is a DFT calculation (ωB97M-V with the def2-TZVPD basis set) of 2 unconnected molecules or ions with the total composition C4H10N in a non-equilibrium geometry.

Last column: Mulliken charge in e.
Cartesian coordinates (Å):
C1 -0.4434 -1.8226 0.6960  -1.025
C2 0.4164 -0.5306 0.6376  -0.317
C3 0.2928 0.2953 -0.6542  0.565
C4 0.2364 -0.1519 -1.8926  -0.542
N1 -0.3035 2.4459 0.5865  -0.452
H1 -0.0199 -2.4495 1.4842  0.315
H2 -0.3636 -2.3450 -0.2510  0.335
H3 -1.4878 -1.5936 0.9011  0.329
H4 1.4902 -0.7024 0.7582  0.359
H5 0.1227 0.0958 1.4815  0.374
H6 0.5113 0.3743 -2.8061  0.312
H7 -0.1357 -1.1446 -2.0774  0.238
H8 0.1260 1.4437 -0.2620  -0.084
H9 -0.9854 3.1959 0.4386  0.277
H10 0.5436 2.8895 0.9596  0.317

As for the charge: +1. The value obtained for the energy above the lowest of the compared OMol25 structures with the same formula, charge and spin is 653.3 kJ/mol. Its molar mass is 72.1 g mol⁻¹. The value obtained for the gap between HOMO and LUMO is 0.2374 Ha. The value obtained for the total energy is -212.67151 a.u. The value obtained for the highest occupied orbital energy is -15.11 eV.